Entry 1:
C38H45BrN3O3P2Tl | ωB97M-V/def2-TZVPD

```
! RIJCOSX wB97M-V def2-TZVPD def2/J DEFGRID3
* xyz 2 1
Tl 0.4882 0.2735 -0.3714
C 2.5386 2.5754 1.7576
C 2.1494 1.6779 2.9293
C 2.9900 0.4039 2.9875
C 0.6377 1.3662 2.9398
C 0.1472 1.0918 4.3716
O -0.5020 -0.1811 4.2817
C -0.4094 -0.6148 3.0233
N 0.1983 0.1558 2.1943
C -1.1020 -1.9019 2.8085
C -1.4599 -2.5953 3.9725
C -2.2034 -3.7586 3.9304
C -2.6121 -4.2681 2.7091
C -2.2496 -3.6133 1.5469
C -1.4964 -2.4376 1.5758
P -1.1476 -1.8255 -0.1060
C -2.7494 -1.4342 -0.8419
C -2.8431 -1.3287 -2.2329
C -4.0581 -1.0132 -2.8175
C -5.1734 -0.7774 -2.0229
C -5.0746 -0.8564 -0.6407
C -3.8661 -1.1836 -0.0453
C -0.4189 -3.2460 -0.9487
C -1.1733 -4.1093 -1.7423
C -0.5663 -5.2268 -2.2929
C 0.7763 -5.4849 -2.0530
C 1.5238 -4.6243 -1.2601
C 0.9319 -3.5006 -0.7091
H 3.6141 2.7525 1.7595
H 2.0366 3.5435 1.8162
H 2.2850 2.1240 0.7990
H 2.3388 2.2484 3.8436
H 2.8263 -0.2178 2.1103
H 2.7494 -0.1902 3.8723
H 4.0483 0.6596 3.0360
H 0.1013 2.2140 2.5012
H -0.5741 1.8237 4.7308
H 0.9627 1.0107 5.0894
H -1.1491 -2.1999 4.9268
H -2.4653 -4.2645 4.8493
H -3.2004 -5.1740 2.6547
H -2.5524 -4.0227 0.5920
H -1.9673 -1.5104 -2.8413
H -4.1434 -0.9609 -3.8950
H -6.1221 -0.5377 -2.4840
H -5.9461 -0.6719 -0.0265
H -3.7940 -1.2625 1.0321
H -2.2220 -3.9165 -1.9277
H -1.1492 -5.9017 -2.9056
H 1.2408 -6.3604 -2.4862
H 2.5692 -4.8307 -1.0740
H 1.5162 -2.8158 -0.1044
C -2.2937 3.6478 -2.9336
C -1.2724 2.6161 -2.4503
P -1.0138 2.5693 -0.6318
C -0.5370 4.2842 -0.1719
C -0.7451 4.6627 1.2909
C -2.6984 2.2606 0.0335
C -2.7285 1.6818 1.4477
H -2.4752 3.4964 -3.9969
H -1.9326 4.6670 -2.8118
H -3.2491 3.5498 -2.4190
H -0.2970 2.7911 -2.9113
H -1.5911 1.6086 -2.7288
H -1.1552 4.9187 -0.8092
H 0.5039 4.4184 -0.4734
H -1.7917 4.5697 1.5797
H -0.4575 5.7027 1.4380
H -0.1381 4.0575 1.9623
H -3.1781 1.5651 -0.6612
H -3.2351 3.2113 -0.0044
H -2.1875 0.7360 1.4862
H -3.7588 1.5014 1.7523
H -2.2823 2.3631 2.1725
Br 7.7455 2.9835 -0.8769
C 6.7502 1.3834 -0.7846
C 7.3890 0.1757 -0.5164
N 6.7231 -0.9658 -0.4254
C 5.4082 -0.9675 -0.5639
C 4.6926 0.1982 -0.8263
C 5.3782 1.3975 -0.9571
C 3.1969 0.1808 -0.8376
O 2.6110 -0.7797 -0.2635
O 2.5698 1.1403 -1.3458
H 8.4618 0.1361 -0.3697
H 4.9021 -1.9196 -0.4626
H 4.8538 2.3175 -1.1761
C 0.6782 -0.1920 -5.4043
C 0.4281 -0.2478 -3.9860
N 0.2184 -0.2900 -2.8589
H 1.1420 -1.1184 -5.7421
H 1.3460 0.6383 -5.6333
H -0.2599 -0.0513 -5.9410
*
```

Properties
LUMO level ... -0.245 Ha
Molecular weight ... 938.031 g mol⁻¹
Energy relative to the best compared isomer or geometry (same formula, charge and spin) ... 92.0 kJ/mol
E ... -5293.7573 a.u.

Löwdin atomic charge list, values in e, 8 entries: number 1, Tl, carries 0.86; number 2, C, carries -0.04; number 3, C, carries -0.36; number 4, C, carries -0.03; number 5, C, carries -0.26; number 6, C, carries -0.05; number 7, O, carries 0.03; number 8, C, carries -0.32

Entry 2:
CHBr2O2S | ωB97M-V/def2-TZVPD

```
! RIJCOSX wB97M-V def2-TZVPD def2/J DEFGRID3
* xyz -1 1
C 1.9887 0.0535 -0.4571
O -2.2550 0.8842 1.3376
O -1.9042 0.0050 -0.8054
S -1.5151 -0.1088 0.5841
Br 0.6974 1.0887 0.7371
Br 1.6792 -1.8227 -0.0586
H 1.3091 -0.0999 -1.3377
*
```

Properties
LUMO level ... 0.126 Ha
Molecular weight ... 236.892 g mol⁻¹
Energy relative to the best compared isomer or geometry (same formula, charge and spin) ... 242.8 kJ/mol
E ... -5735.3809 a.u.

For each atom in turn, the Löwdin charge in e is: number 1, C, carries -1.02; number 2, O, carries -0.56; number 3, O, carries -0.51; number 4, S, carries 0.50; number 5, Br, carries 0.45; number 6, Br, carries 0.29; number 7, H, carries -0.14